# 1
DFT (ωB97M-V/def2-TZVPD) results for C44H52InN3O4Se as an isolated structure.

## Properties
E (a.u.): -4764.68996
Spin multiplicity: 1
HOMO-LUMO gap (eV): 7.10
Highest occupied orbital energy (eV): -7.60
LUMO level (eV): -0.50
Total charge: 0

Structure (XYZ):
```
105
Properties=species:S:1:pos:R:3:forces:R:3:lowdin_charge:R:1
In 1.313 0.273 0.937 0.09 -0.16 0.28 0.94
C 4.768 -3.883 -5.049 0.00 -0.01 -0.01 -0.07
C 4.698 -2.399 -4.687 -0.02 0.00 0.03 -0.56
C 6.130 -1.851 -4.623 0.03 0.00 0.01 -0.05
C 3.929 -1.669 -5.795 -0.02 0.01 -0.02 -0.05
C 4.002 -2.166 -3.344 -0.01 -0.02 0.02 -0.17
C 3.845 -0.880 -2.857 0.02 0.02 -0.02 -0.07
C 3.217 -0.665 -1.639 0.02 0.03 0.02 -0.38
Se 2.999 1.144 -1.032 0.18 0.13 0.05 1.21
C 1.487 1.626 -2.109 -0.08 0.03 0.15 -0.39
C 1.729 2.002 -3.420 0.00 0.00 -0.01 -0.07
C 0.680 2.319 -4.266 -0.05 -0.04 0.04 -0.16
C -0.604 2.246 -3.726 0.01 -0.03 -0.05 0.04
C -0.888 1.879 -2.414 -0.01 0.06 0.00 -0.07
C 0.196 1.565 -1.559 -0.08 -0.03 0.03 -0.34
O -0.019 1.264 -0.274 -0.13 -0.04 -0.39 -0.22
C -2.337 1.874 -1.905 0.02 0.00 -0.02 -0.53
C -3.342 2.097 -3.041 -0.04 0.00 0.01 -0.07
C -2.511 3.022 -0.899 0.02 0.00 0.02 -0.03
C -2.703 0.536 -1.244 0.03 -0.04 -0.07 -0.04
C 0.958 2.710 -5.718 0.00 -0.01 0.03 -0.56
C -0.327 3.023 -6.484 -0.01 0.02 -0.02 -0.07
C 1.857 3.952 -5.751 0.00 0.03 -0.02 -0.05
C 1.673 1.552 -6.427 0.00 -0.01 0.00 -0.05
C 2.726 -1.708 -0.843 0.00 0.06 0.24 -0.35
O 2.172 -1.490 0.343 -0.07 -0.16 -0.49 -0.21
C 2.883 -3.028 -1.324 0.05 -0.07 -0.07 -0.08
C 3.510 -3.206 -2.552 -0.01 0.00 0.04 0.04
C 2.385 -4.218 -0.496 0.00 0.03 -0.01 -0.53
C 2.642 -5.549 -1.208 0.00 -0.02 0.00 -0.07
C 3.119 -4.261 0.854 0.00 -0.01 0.02 -0.03
C 0.871 -4.105 -0.258 -0.01 -0.02 -0.01 -0.04
H 5.267 -3.997 -6.013 0.00 0.00 0.01 0.08
H 3.773 -4.325 -5.135 0.01 0.01 0.00 0.09
H 5.335 -4.454 -4.311 -0.01 0.01 -0.01 0.09
H 6.643 -2.016 -5.574 -0.01 0.01 0.01 0.08
H 6.699 -2.349 -3.835 0.00 0.01 -0.01 0.09
H 6.140 -0.779 -4.418 0.00 -0.02 0.00 0.08
H 4.407 -1.836 -6.764 0.00 0.01 0.01 0.09
H 3.902 -0.593 -5.617 0.00 -0.01 0.00 0.06
H 2.898 -2.025 -5.852 0.01 0.00 0.00 0.09
H 4.210 -0.029 -3.421 0.00 -0.01 0.02 0.10
H 2.753 2.038 -3.775 -0.01 0.00 0.01 0.10
H -1.435 2.490 -4.368 0.03 -0.01 0.01 0.08
H -3.251 3.089 -3.488 0.02 -0.02 0.00 0.08
H -4.353 2.012 -2.638 0.02 0.02 0.00 0.09
H -3.235 1.348 -3.829 -0.02 0.00 0.02 0.09
H -2.428 3.987 -1.404 0.01 0.00 0.00 0.09
H -1.748 2.973 -0.125 -0.02 -0.03 0.06 0.05
H -3.493 2.967 -0.421 0.01 0.01 -0.03 0.09
H -2.582 -0.286 -1.955 0.00 0.01 0.01 0.09
H -3.750 0.559 -0.933 0.02 0.00 0.00 0.08
H -2.088 0.329 -0.374 0.01 0.01 0.02 0.07
H -0.859 3.873 -6.052 0.00 -0.01 0.00 0.09
H -1.004 2.167 -6.507 0.01 0.00 -0.01 0.09
H -0.078 3.277 -7.516 -0.01 0.01 0.01 0.09
H 1.376 4.791 -5.245 0.00 -0.01 -0.01 0.09
H 2.062 4.245 -6.784 0.00 -0.01 0.01 0.08
H 2.815 3.768 -5.261 -0.01 0.00 0.00 0.08
H 1.069 0.643 -6.395 0.00 0.01 0.00 0.09
H 2.632 1.331 -5.957 -0.01 0.00 -0.01 0.06
H 1.863 1.804 -7.473 0.00 0.00 0.02 0.09
H 3.628 -4.216 -2.912 0.00 0.02 0.00 0.08
H 3.707 -5.729 -1.370 -0.01 0.01 0.00 0.09
H 2.129 -5.604 -2.171 0.00 0.00 0.01 0.09
H 2.262 -6.360 -0.584 0.01 0.00 0.00 0.08
H 4.198 -4.347 0.699 -0.01 -0.01 0.00 0.09
H 2.788 -5.133 1.424 0.01 0.01 -0.01 0.08
H 2.920 -3.368 1.443 0.01 0.00 -0.02 0.08
H 0.336 -4.039 -1.209 0.00 -0.01 0.01 0.09
H 0.630 -3.232 0.343 0.01 0.00 -0.01 0.07
H 0.515 -4.995 0.269 0.00 0.01 0.00 0.08
C -7.842 2.232 10.644 0.04 -0.03 0.01 -0.08
O -7.072 1.050 10.771 -0.04 0.01 -0.03 -0.08
C -6.078 0.844 9.869 0.00 0.09 0.01 -0.28
C -5.396 -0.364 9.978 0.04 -0.04 -0.02 0.00
C -4.372 -0.653 9.100 -0.01 -0.10 0.07 -0.02
C -4.018 0.244 8.099 0.27 -0.05 -0.08 -0.26
C -4.689 1.454 8.003 -0.03 0.11 -0.04 -0.02
C -5.715 1.762 8.883 0.03 -0.05 -0.01 -0.02
N -2.945 -0.165 7.246 -0.27 -0.07 0.16 0.06
N -2.745 0.571 6.271 0.13 0.00 -0.28 0.06
C -1.711 0.143 5.393 -0.13 0.14 0.16 -0.21
C -1.050 -1.059 5.484 0.06 -0.11 0.04 -0.01
C -0.037 -1.428 4.591 -0.03 -0.05 0.07 0.02
C 0.355 -0.577 3.573 0.21 0.03 0.01 -0.34
O 1.298 -0.851 2.711 -0.20 -0.07 0.09 -0.12
C -0.321 0.679 3.476 0.08 0.16 -0.11 -0.14
N 0.104 1.493 2.474 -0.14 0.18 0.01 0.05
C -0.479 2.657 2.291 0.11 -0.03 0.10 -0.11
C -1.550 3.083 3.091 0.03 0.04 -0.05 -0.03
C -1.991 2.281 4.106 0.00 -0.06 0.08 0.02
C -1.359 1.039 4.350 -0.09 0.12 -0.01 -0.09
H -8.625 2.165 11.393 0.00 0.00 0.02 0.09
H -8.294 2.305 9.652 -0.02 0.00 -0.01 0.09
H -7.237 3.123 10.834 0.01 0.01 0.00 0.09
H -5.684 -1.056 10.759 0.00 0.00 -0.02 0.12
H -3.829 -1.587 9.172 0.00 0.01 0.00 0.11
H -4.396 2.160 7.239 -0.02 -0.01 0.01 0.10
H -6.215 2.716 8.800 -0.01 0.00 -0.01 0.10
H -1.340 -1.737 6.277 0.02 0.00 -0.02 0.11
H 0.457 -2.386 4.677 -0.01 0.00 0.03 0.12
H -0.089 3.277 1.496 -0.08 -0.03 -0.10 0.12
H -2.022 4.033 2.880 0.02 0.00 0.02 0.11
H -2.825 2.572 4.731 0.03 0.01 0.01 0.11
```
Positions in Å, forces in eV/Å.

# 2
DFT (ωB97M-V/def2-TZVPD) results for C44H53BN7ReS as an isolated structure at a distorted geometry.

## Properties
E (a.u.): -2592.20980
Spin multiplicity: 1
HOMO-LUMO gap (spin up / spin down) (eV): 5.20 / 5.16
Highest occupied orbital energy (spin up / spin down) (eV): -12.23 / -12.26
LUMO level (spin up / spin down) (eV): -7.03 / -7.10
Total charge: +2

Structure (XYZ):
```
107
Properties=species:S:1:pos:R:3:forces:R:3:lowdin_charge:R:1
Re 0.190 0.243 0.361 -2.43 3.29 0.71 1.47
C 3.655 -2.912 2.366 -0.54 0.09 0.17 0.02
C 2.499 -1.965 2.545 0.49 0.26 -1.17 -0.23
C 2.188 -1.133 3.628 2.67 -1.21 0.76 0.03
C 1.125 -0.383 3.291 -0.86 1.30 -1.71 -0.23
N 0.778 -0.628 1.973 1.78 -1.15 1.95 -0.08
N 1.700 -1.692 1.509 -1.04 1.00 1.77 0.08
B 2.059 -1.742 -0.012 -1.02 -3.21 -0.17 -0.61
N 2.967 -0.710 -0.431 0.55 4.52 -1.04 0.06
N 2.456 0.620 -0.169 -0.20 -1.53 1.48 0.03
C 3.241 1.546 -0.754 0.93 -3.98 -1.16 -0.21
C 4.186 0.807 -1.563 -1.49 -0.60 0.36 0.08
C 3.938 -0.587 -1.356 0.76 2.68 -0.34 -0.24
C 4.653 -1.724 -1.954 -1.23 -1.18 -0.62 0.00
C 3.319 2.977 -0.423 -0.81 1.38 0.24 -0.58
C 3.470 3.048 1.087 0.80 0.01 1.27 -0.04
C 4.520 3.647 -1.038 1.36 0.49 0.46 -0.06
C 2.122 3.812 -0.864 -1.47 -0.76 0.52 -0.03
N 0.659 -1.485 -0.761 1.12 1.87 -0.04 -0.05
N 0.422 -0.186 -1.492 0.47 -2.05 -4.30 -0.04
C -0.123 -0.540 -2.694 -0.17 -0.62 1.92 -0.19
C -0.386 -1.933 -2.677 -0.45 -0.61 0.61 0.06
C 0.137 -2.450 -1.488 -1.49 -1.36 -1.47 -0.27
C 0.175 -3.903 -1.069 -0.24 0.84 0.25 0.01
C -0.329 0.360 -3.863 -0.65 2.32 -0.72 -0.51
C -1.621 0.039 -4.645 -0.52 -1.70 -0.39 -0.02
C 0.873 0.098 -4.804 -0.17 -0.84 2.38 0.00
C -0.335 1.855 -3.448 2.36 -0.03 -0.91 -0.03
C 0.450 0.538 4.270 0.20 -0.38 1.75 -0.56
C -0.175 -0.430 5.261 -1.46 -1.26 -0.31 -0.05
C -0.652 1.488 3.835 0.69 0.94 -0.05 -0.05
C 1.586 1.342 4.975 -0.51 -0.56 -1.05 -0.01
H 4.428 -2.412 1.745 -0.16 -0.43 0.73 0.11
H 3.325 -3.810 1.839 0.00 0.15 -0.17 0.09
H 3.954 -3.264 3.361 0.54 0.40 -0.38 0.10
H 2.923 -0.949 4.446 -1.26 -0.67 -0.44 0.15
H 2.388 -2.906 -0.358 0.05 1.23 0.65 0.14
H 4.772 1.285 -2.344 0.34 -0.45 0.46 0.12
H 4.821 -1.613 -3.029 -0.07 0.33 0.17 0.10
H 3.978 -2.605 -1.848 0.92 0.28 0.02 0.08
H 5.615 -1.882 -1.507 0.43 -0.27 0.41 0.09
H 4.496 2.744 1.390 -0.58 0.03 -0.19 0.11
H 2.778 2.405 1.627 -0.19 -0.19 -0.12 0.06
H 3.328 4.046 1.504 0.02 0.19 -0.36 0.10
H 5.433 3.069 -0.772 -0.39 0.60 -0.30 0.10
H 4.594 4.678 -0.595 0.10 -0.98 -0.43 0.12
H 4.458 3.766 -2.120 -0.03 -0.13 0.00 0.09
H 1.182 3.445 -0.361 0.80 0.67 -0.35 0.07
H 1.939 3.731 -1.920 0.02 -0.26 -0.64 0.07
H 2.305 4.874 -0.709 -0.12 -0.05 0.48 0.10
H -1.071 -2.477 -3.351 1.01 0.30 0.26 0.13
H -0.704 -4.302 -1.524 -0.57 -0.77 -0.29 0.08
H 0.131 -4.098 0.011 -0.03 0.49 -0.21 0.08
H 1.039 -4.431 -1.433 0.37 -0.08 -0.38 0.09
H -1.823 -1.070 -4.598 0.21 1.04 -0.35 0.09
H -1.644 0.311 -5.734 0.47 -0.03 1.14 0.12
H -2.505 0.474 -4.195 -0.04 0.29 0.15 0.05
H 0.914 -0.992 -4.727 1.02 0.15 -0.83 0.10
H 1.757 0.642 -4.469 0.19 -0.55 0.31 0.09
H 0.686 0.440 -5.765 -0.62 0.41 -1.89 0.07
H -1.048 2.134 -2.739 -1.40 0.17 1.30 0.04
H -0.458 2.556 -4.293 0.05 -0.63 0.06 0.11
H 0.659 2.103 -2.995 -0.71 -0.17 -0.29 0.08
H -0.883 -1.150 4.738 0.67 0.75 0.36 0.10
H -0.822 0.137 5.929 0.28 -0.15 0.46 0.10
H 0.554 -1.071 5.756 -0.05 0.29 0.31 0.09
H -1.523 0.851 3.552 0.37 1.04 -0.30 0.10
H -0.179 2.129 3.038 -1.22 -0.55 0.63 0.07
H -0.919 2.201 4.705 0.30 -1.36 -1.36 0.13
H 2.339 0.705 5.428 -0.09 0.02 0.19 0.08
H 1.218 2.068 5.695 -0.07 -0.01 -0.10 0.10
H 2.019 1.792 4.098 0.78 1.01 0.13 0.08
S -4.806 1.737 -0.667 -1.12 -1.60 -0.80 1.09
C -3.490 2.465 0.105 2.79 -0.17 1.35 -0.51
C -3.609 3.820 0.352 -0.66 1.60 -0.95 -0.10
C -2.503 4.582 0.695 0.18 1.05 0.38 -0.07
C -1.324 4.023 1.146 1.34 -1.96 -1.58 -0.05
C -1.153 2.671 0.853 -1.30 -2.05 0.02 -0.10
C -2.204 1.853 0.412 -1.52 0.55 0.11 -0.26
N -1.839 0.482 0.406 1.20 -1.01 -1.36 -0.11
C -2.716 -0.568 0.048 -1.81 -0.15 -0.58 -0.20
C -3.706 -2.579 1.592 3.91 1.51 -0.27 -0.01
C -4.309 -3.732 1.867 -0.76 -3.03 -0.22 -0.01
C -3.527 -4.903 2.156 -2.31 -0.34 0.05 0.01
C -2.200 -4.722 2.469 1.05 -0.05 0.86 -0.05
C -1.591 -3.481 2.482 2.02 1.01 0.41 -0.04
C -2.219 -2.416 1.897 -3.18 0.32 -0.61 0.04
H -4.573 4.380 0.119 1.39 -0.99 0.05 0.14
H -2.437 5.644 0.443 -0.73 -0.11 0.87 0.13
H -0.442 4.547 1.423 0.27 0.88 0.23 0.11
H -0.334 1.865 0.989 0.13 2.91 1.20 0.02
H -5.362 -3.795 1.753 -0.87 -0.36 0.09 0.12
H -4.041 -5.953 2.225 1.08 2.31 -0.13 0.17
H -1.541 -5.474 2.894 -0.53 -0.52 -0.38 0.13
H -0.579 -3.372 2.934 -0.82 -0.10 -0.44 0.13
C -2.952 -1.538 1.073 1.37 -0.38 -0.19 0.02
C -3.531 -0.638 -1.134 0.85 1.90 1.80 -0.16
C -3.820 0.638 -1.913 1.11 0.47 2.10 -0.40
C -4.766 0.546 -2.978 -0.99 -0.95 -2.03 -0.12
C -5.422 -0.642 -3.248 -1.25 2.99 -2.83 -0.07
C -5.233 -1.765 -2.512 3.30 -2.11 3.71 0.00
C -4.263 -1.759 -1.448 -2.44 -1.52 -2.13 -0.01
H -2.904 1.275 -2.098 -1.05 -0.71 0.01 0.13
H -4.943 1.454 -3.585 0.14 -0.76 0.30 0.14
H -6.094 -0.722 -4.142 0.58 0.41 1.04 0.14
H -5.634 -2.762 -2.695 -0.44 0.57 -0.35 0.13
H -4.140 -2.733 -0.983 0.29 0.36 0.27 0.11
```
Positions in Å, forces in eV/Å.

Look up the total charge of the first one. 0

The highest E belongs to which entry? C44H53BN7ReS

Among the records above, which one has the highest E? C44H53BN7ReS